Entry one
Here is 2 unconnected molecules or ions with the total composition C3H6N4O from the Open Molecules 2025 dataset. Energies are from ωB97M-V with the def2-TZVPD basis set.

Summary:
- HOMO-LUMO gap (spin up / spin down): 7.422 / 8.284 eV
- LUMO energy (spin up / spin down): 1.1 / -2.2 eV

```
! RIJCOSX wB97M-V def2-TZVPD def2/J DEFGRID3
* xyz 0 3
C -0.38 -0.86 0.02
C -1.89 -0.64 0.22
C 0.68 2.04 -0.28
N 0.46 -1.30 0.94
N 0.31 -0.46 -1.10
N 1.65 -1.14 0.37
N 1.53 -0.61 -0.88
O 0.90 1.79 0.88
H -2.32 -1.55 0.26
H -2.23 -0.24 -0.75
H -2.18 -0.09 1.03
H -0.07 1.53 -0.80
H 2.39 -1.30 1.02
H 1.14 2.83 -0.93
*
```

Atomic partial charges in e from the natural (NBO) method, atoms 1 to 6:
1. C 0.267
2. C -0.637
3. C -0.265
4. N -0.245
5. N -0.266
6. N -0.200



Entry two
Here is a single C3H6N4O molecule from the Open Molecules 2025 dataset. Energies are from ωB97M-V with the def2-TZVPD basis set.

Summary:
- HOMO-LUMO gap (spin up / spin down): 8.737 / 6.870 eV
- LUMO energy (spin up / spin down): 0.9 / -3.7 eV

```
! RIJCOSX wB97M-V def2-TZVPD def2/J DEFGRID3
* xyz 0 3
C 0.54 -0.11 -0.23
C -0.36 -1.35 0.09
C -1.44 1.32 -0.16
N 1.16 0.27 1.08
N 1.74 -0.37 -1.07
N 2.37 0.23 0.97
N 2.72 -0.15 -0.38
O -0.32 0.94 -0.97
H -0.70 -1.77 -0.92
H -1.21 -1.17 0.75
H 0.35 -2.09 0.71
H -2.20 0.49 -0.22
H -1.59 2.32 -0.58
H -1.08 1.42 0.95
*
```

Atomic partial charges in e from the natural (NBO) method, atoms 1 to 6:
1. C 0.437
2. C -0.656
3. C -0.280
4. N -0.179
5. N -0.174
6. N 0.017



Entry three
Here is a single C3H6N4O molecule from the Open Molecules 2025 dataset. Energies are from ωB97M-V with the def2-TZVPD basis set.

Summary:
- HOMO-LUMO gap (spin up / spin down): 6.022 / 7.982 eV
- LUMO energy (spin up / spin down): 0.8 / -0.6 eV

```
! RIJCOSX wB97M-V def2-TZVPD def2/J DEFGRID3
* xyz 0 3
C 0.60 0.91 0.05
C 1.67 0.03 0.01
C -2.74 -0.46 0.11
N -0.10 -1.25 -0.22
N -1.68 0.45 0.21
N -0.51 0.07 -0.02
N 3.04 0.27 0.10
O 1.22 -1.25 -0.25
H 0.57 2.01 0.12
H -2.51 -1.29 -0.53
H -3.00 -0.79 1.15
H -3.60 0.20 -0.39
H 3.86 -0.16 -0.40
H 3.19 1.27 0.06
*
```

Atomic partial charges in e from the natural (NBO) method, atoms 1 to 6:
1. C -0.193
2. C 0.392
3. C -0.464
4. N 0.023
5. N -0.189
6. N -0.107



Verdict on stability: entry one comes out on top.



Entry one
Here is a single C4H5N3O3S molecule from the Open Molecules 2025 dataset. Energies are from ωB97M-V with the def2-TZVPD basis set.

Summary:
- Structure (SMILES): O=NC[C@H]1N=NCC1=S(=O)=O
- HOMO-LUMO gap (spin up / spin down): 8.037 / 8.038 eV
- LUMO energy (spin up / spin down): -1.5 / -1.5 eV

```
! RIJCOSX wB97M-V def2-TZVPD def2/J DEFGRID3
* xyz 0 1
C -0.71 0.44 -0.55
C -1.39 1.41 0.25
C 0.14 -0.42 0.35
C 1.70 -0.32 0.34
N -1.08 0.94 1.60
N -0.42 -0.08 1.65
N 2.24 -1.28 1.32
O 3.37 -1.67 1.12
O -0.75 -1.52 -2.26
O -2.34 0.35 -2.67
S -1.46 -0.36 -1.80
H -1.06 2.46 0.25
H -2.47 1.45 -0.04
H 0.00 -1.50 0.39
H 1.92 0.72 0.63
H 2.32 -0.64 -0.59
*
```

Atomic partial charges in e from the natural (NBO) method, atoms 1 to 6:
1. C -0.431
2. C -0.363
3. C -0.185
4. C -0.338
5. N -0.095
6. N -0.085



Entry two
Here is a single C4H5N3O3S molecule from the Open Molecules 2025 dataset. Energies are from ωB97M-V with the def2-TZVPD basis set.

Summary:
- Structure (SMILES): CS(=O)(=O)c1ncc[n+]([O-])n1
- HOMO-LUMO gap (spin up / spin down): 9.577 / 9.576 eV
- LUMO energy (spin up / spin down): -0.8 / -0.8 eV

```
! RIJCOSX wB97M-V def2-TZVPD def2/J DEFGRID3
* xyz 0 1
C 2.27 -0.70 -0.83
C 2.44 -0.66 0.53
C 0.14 -0.12 -0.50
C -2.36 1.21 0.30
N 1.02 -0.53 -1.33
N 0.26 -0.11 0.84
N 1.38 -0.47 1.38
O 1.49 -0.65 2.58
O -1.83 0.70 -2.29
O -2.08 -1.20 -0.81
S -1.65 0.14 -0.95
H 3.04 -0.85 -1.49
H 3.44 -0.89 1.05
H -2.20 2.22 -0.08
H -3.48 1.08 0.37
H -1.89 0.83 1.23
*
```

Atomic partial charges in e from the natural (NBO) method, atoms 1 to 6:
1. C 0.060
2. C -0.118
3. C 0.173
4. C -0.889
5. N -0.420
6. N -0.312



Verdict on stability: entry two comes out on top.



Entry one
Here is 2 unconnected molecules or ions with the total composition CH5OS from the Open Molecules 2025 dataset. Energies are from ωB97M-V with the def2-TZVPD basis set.

Summary:
- HOMO-LUMO gap: 6.958 eV
- LUMO energy: 4.5 eV

```
! RIJCOSX wB97M-V def2-TZVPD def2/J DEFGRID3
* xyz -1 1
C -0.61 -1.06 -0.57
S 0.09 -1.04 1.18
H -0.91 -0.05 -0.81
H -1.48 -1.70 -0.51
H 0.14 -1.51 -1.21
H 1.68 1.76 0.64
H 0.27 1.39 0.62
O 0.82 2.22 0.66
*
```

Atomic partial charges in e from the natural (NBO) method, atoms 1 to 6:
1. C -0.730
2. S -0.778
3. H 0.177
4. H 0.179
5. H 0.181
6. H 0.463



Entry two
Here is 2 unconnected molecules or ions with the total composition CH5OS from the Open Molecules 2025 dataset. Energies are from ωB97M-V with the def2-TZVPD basis set.

Summary:
- HOMO-LUMO gap: 6.515 eV
- LUMO energy: 4.1 eV

```
! RIJCOSX wB97M-V def2-TZVPD def2/J DEFGRID3
* xyz -1 1
O 2.43 0.97 0.38
H 3.14 0.61 -0.18
C -1.27 0.37 0.73
S -0.80 -0.82 -0.66
H -0.56 1.19 0.42
H -2.25 0.93 0.95
H -0.96 -0.04 1.72
H 1.57 0.43 0.12
*
```

Atomic partial charges in e from the natural (NBO) method, atoms 1 to 6:
1. O -0.993
2. H 0.456
3. C -0.758
4. S -0.745
5. H 0.189
6. H 0.163



Verdict on stability: entry one comes out on top.



Entry one
Here is a single C3H7NO4S molecule from the Open Molecules 2025 dataset. Energies are from ωB97M-V with the def2-TZVPD basis set.

Summary:
- Structure (SMILES): N[C@@H](C[SH](=O)=O)C(=O)O
- HOMO-LUMO gap: 10.105 eV
- LUMO energy: 0.4 eV

```
! RIJCOSX wB97M-V def2-TZVPD def2/J DEFGRID3
* xyz 0 1
C -0.74 0.07 -0.57
C -0.53 -0.61 0.85
C 0.06 1.37 -0.58
H -0.29 -0.30 -2.66
H -1.45 -1.45 -1.83
H -1.68 0.55 -0.60
H -1.05 -1.59 0.89
H -0.94 0.26 1.38
H 1.41 -0.45 2.52
H 0.60 2.80 0.33
N -0.57 -0.82 -1.80
O 1.24 -2.39 1.48
O 2.16 -0.17 0.40
O 0.16 2.06 0.64
O 0.43 1.66 -1.67
S 1.20 -0.99 1.22
*
```

Atomic partial charges in e from the natural (NBO) method, atoms 1 to 6:
1. C -0.139
2. C -0.688
3. C 0.793
4. H 0.411
5. H 0.376
6. H 0.207



Entry two
Here is a molecular structure, C3H7NO4S from the Open Molecules 2025 dataset. Energies are from ωB97M-V with the def2-TZVPD basis set.

Summary:
- HOMO-LUMO gap: 10.860 eV
- LUMO energy: 0.6 eV

```
! RIJCOSX wB97M-V def2-TZVPD def2/J DEFGRID3
* xyz 0 1
C -0.40 -0.38 -1.24
C 0.13 -1.32 0.50
C 0.62 -0.03 -0.17
N -1.13 -1.05 -0.18
O -1.19 1.83 0.48
O 0.31 1.16 2.26
O 1.18 2.41 0.40
O 1.95 -0.07 -0.65
S 0.30 1.43 0.87
H -1.02 0.36 -1.69
H 0.02 -0.91 -2.02
H 0.51 -2.33 0.27
H 0.03 -1.26 1.73
H -1.89 1.17 0.44
H -1.61 -1.83 -0.59
H 2.19 0.82 -0.42
*
```

Atomic partial charges in e from the natural (NBO) method, atoms 1 to 6:
1. C -0.247
2. C -0.248
3. C -0.041
4. N -0.637
5. O -0.910
6. O -0.910



Verdict on stability: entry one comes out on top.



Entry one
Here is 2 unconnected molecules or ions with the total composition C2H7S2 from the Open Molecules 2025 dataset. Energies are from ωB97M-V with the def2-TZVPD basis set.

Summary:
- HOMO-LUMO gap: 5.266 eV
- LUMO energy: 3.1 eV

```
! RIJCOSX wB97M-V def2-TZVPD def2/J DEFGRID3
* xyz -1 1
C 1.40 0.08 0.85
S 2.89 0.51 -0.16
H 0.53 -0.13 0.24
H 1.18 0.95 1.45
H 1.67 -0.78 1.45
H 2.30 1.57 -0.77
C -2.01 -0.47 -0.45
S -2.29 0.03 -2.27
H -2.89 -1.03 -0.13
H -1.76 0.18 0.41
H -1.03 -0.92 -0.63
*
```

Atomic partial charges in e from the natural (NBO) method, atoms 1 to 6:
1. C -0.701
2. S -0.104
3. H 0.246
4. H 0.207
5. H 0.210
6. H 0.133



Entry two
Here is 2 unconnected molecules or ions with the total composition C2H7S2 from the Open Molecules 2025 dataset. Energies are from ωB97M-V with the def2-TZVPD basis set.

Summary:
- HOMO-LUMO gap: 5.850 eV
- LUMO energy: 3.4 eV

```
! RIJCOSX wB97M-V def2-TZVPD def2/J DEFGRID3
* xyz -1 1
C -1.09 -0.08 0.86
S -2.68 -0.95 0.72
H -0.87 0.53 -0.01
H -0.21 -0.73 0.80
H -1.11 0.45 1.81
H -2.47 -1.13 -0.60
C 1.69 0.40 -0.66
S 0.72 -0.42 -1.90
H 2.04 -0.17 0.20
H 1.29 1.35 -0.28
H 2.70 0.73 -0.93
*
```

Atomic partial charges in e from the natural (NBO) method, atoms 1 to 6:
1. C -0.746
2. S -0.126
3. H 0.263
4. H 0.237
5. H 0.189
6. H 0.149



Verdict on stability: entry two comes out on top.



Entry one
Here is 9 unconnected molecules or ions with the total composition C17H52N10O9 from the Open Molecules 2025 dataset. Energies are from ωB97M-V with the def2-TZVPD basis set.

Summary:
- Structure (SMILES): NC(N)=O.NC(N)=O.NC(N)=O.NC(N)=O.NC(N)=O.CC(C)O.CC(C)O.CC(C)O.CC(C)O
- HOMO-LUMO gap: 7.011 eV
- LUMO energy: -0.4 eV

```
! RIJCOSX wB97M-V def2-TZVPD def2/J DEFGRID3
* xyz 0 1
C -18.49 -17.31 -3.04
O -17.27 -17.42 -2.41
N -18.59 -17.10 -4.34
N -19.69 -17.42 -2.52
H -17.74 -16.92 -4.92
H -19.51 -16.94 -4.81
H -19.71 -17.91 -1.61
H -20.60 -17.55 -3.07
C -15.90 -20.42 -2.80
O -16.24 -21.74 -2.68
N -15.73 -19.60 -1.86
N -15.80 -19.87 -3.95
H -16.00 -20.03 -0.99
H -16.10 -18.71 -2.07
H -16.05 -20.49 -4.73
H -15.81 -18.83 -4.09
C -15.25 -20.80 1.44
O -15.98 -21.00 0.31
N -15.47 -19.76 2.25
N -14.23 -21.56 1.76
H -16.06 -19.11 1.85
H -14.85 -19.52 3.03
H -14.10 -22.38 1.08
H -13.61 -21.34 2.54
C -18.71 -17.50 1.01
O -17.42 -17.91 0.66
N -19.30 -16.50 0.46
N -19.38 -18.13 1.87
H -18.87 -16.14 -0.38
H -20.16 -16.13 0.83
H -18.91 -18.94 2.29
H -20.25 -17.83 2.34
C -21.77 -17.42 -4.87
O -22.09 -18.48 -5.72
N -22.03 -17.40 -3.61
N -20.98 -16.42 -5.16
H -22.56 -18.26 -3.39
H -21.92 -16.60 -2.89
H -20.72 -16.45 -6.20
H -20.61 -15.70 -4.46
C -19.26 -20.34 -4.86
C -18.32 -20.06 -6.04
C -17.44 -21.28 -6.26
O -18.84 -19.75 -7.14
H -19.65 -21.31 -4.93
H -19.98 -19.52 -4.87
H -18.65 -20.24 -3.95
H -17.73 -19.21 -5.78
H -16.59 -20.86 -6.81
H -17.93 -22.07 -6.82
H -17.04 -21.81 -5.41
H -19.27 -18.92 -7.10
C -22.60 -16.46 -0.31
C -22.57 -15.13 0.40
C -23.82 -14.92 1.21
O -21.61 -15.05 1.19
H -22.78 -17.31 0.37
H -21.64 -16.65 -0.75
H -23.34 -16.59 -1.04
H -22.44 -14.29 -0.24
H -24.63 -14.80 0.49
H -23.73 -13.99 1.76
H -23.96 -15.68 2.00
H -20.92 -14.60 0.69
C -19.82 -21.24 3.94
C -18.40 -21.39 3.31
C -18.37 -22.52 2.20
O -18.02 -20.26 2.91
H -19.64 -20.60 4.82
H -20.16 -22.24 4.18
H -20.58 -20.79 3.29
H -17.78 -21.68 4.16
H -19.20 -22.30 1.56
H -18.43 -23.53 2.62
H -17.40 -22.51 1.60
H -17.04 -20.15 2.82
C -21.03 -20.79 -2.03
C -20.39 -20.23 -0.72
C -18.84 -20.26 -0.77
O -20.73 -19.05 -0.45
H -22.08 -20.97 -1.90
H -20.48 -21.72 -2.32
H -20.94 -20.01 -2.77
H -20.69 -20.95 0.12
H -18.39 -20.10 0.23
H -18.38 -19.42 -1.42
H -18.53 -21.24 -1.28
H -20.34 -18.77 0.39
*
```

Atomic partial charges in e from the Mulliken method, atoms 1 to 6:
1. C -0.015
2. O -0.814
3. N -0.113
4. N 0.281
5. H 0.306
6. H 0.131



Entry two
Here is 9 unconnected molecules or ions with the total composition C17H52N10O9 from the Open Molecules 2025 dataset. Energies are from ωB97M-V with the def2-TZVPD basis set.

Summary:
- Structure (SMILES): NC(N)=O.NC(N)=O.NC(N)=O.NC(N)=O.NC(N)=O.CC(C)O.CC(C)O.CC(C)O.CC(C)O
- HOMO-LUMO gap: 9.206 eV
- LUMO energy: 0.1 eV

```
! RIJCOSX wB97M-V def2-TZVPD def2/J DEFGRID3
* xyz 0 1
C 6.97 1.51 2.54
C 5.59 1.99 2.06
C 5.52 1.85 0.55
O 4.54 1.08 2.68
H 7.07 1.65 3.64
H 7.86 1.97 2.17
H 7.06 0.47 2.31
H 5.35 3.02 2.32
H 5.07 0.80 0.29
H 6.54 2.00 0.03
H 4.75 2.52 0.20
H 4.43 1.23 3.67
C -1.95 3.98 3.36
C -2.53 2.89 2.46
C -3.15 3.50 1.17
O -1.51 1.93 2.14
H -1.48 3.58 4.29
H -2.68 4.72 3.70
H -1.16 4.46 2.81
H -3.31 2.39 2.99
H -2.34 3.86 0.56
H -3.73 4.38 1.45
H -3.60 2.78 0.57
H -1.69 1.51 1.27
C -3.84 0.69 -5.60
C -2.81 0.49 -6.63
C -1.50 1.23 -6.29
O -2.52 -0.90 -6.84
H -4.86 0.47 -5.82
H -3.89 1.70 -5.24
H -3.57 0.16 -4.68
H -3.29 0.81 -7.60
H -1.08 0.80 -5.39
H -1.66 2.26 -6.34
H -0.80 0.99 -7.12
H -2.05 -1.15 -6.05
C 4.93 -3.09 0.76
C 3.43 -3.25 0.83
C 3.00 -4.17 1.92
O 2.70 -1.96 0.92
H 5.44 -4.06 0.74
H 5.17 -2.56 1.68
H 5.31 -2.54 -0.15
H 3.18 -3.57 -0.18
H 3.51 -5.11 1.67
H 1.94 -4.32 1.95
H 3.34 -3.79 2.85
H 2.87 -1.56 1.78
C -2.20 -2.49 -3.15
O -1.48 -1.85 -3.89
N -2.96 -1.79 -2.24
N -2.14 -3.88 -3.19
H -3.49 -2.20 -1.47
H -2.52 -0.88 -2.10
H -1.63 -4.27 -3.98
H -2.58 -4.59 -2.60
C -0.16 0.32 -1.12
O -1.36 0.50 -1.13
N 0.61 0.66 -0.11
N 0.41 -0.09 -2.23
H 0.09 0.98 0.66
H 1.59 0.60 -0.06
H -0.23 -0.50 -2.91
H 1.33 -0.42 -2.32
C -1.78 -2.09 1.66
O -2.83 -2.58 1.20
N -0.62 -2.32 0.99
N -1.72 -1.25 2.74
H 0.23 -1.80 1.21
H -0.67 -2.92 0.16
H -0.85 -0.72 2.99
H -2.59 -0.97 3.17
C 1.51 0.55 3.68
O 1.38 -0.16 2.68
N 0.75 1.64 3.90
N 2.47 0.12 4.64
H 0.85 2.09 4.78
H -0.07 1.85 3.32
H 2.79 -0.82 4.50
H 2.10 0.24 5.55
C -5.24 0.05 -0.55
O -6.20 -0.65 -0.25
N -4.12 -0.14 0.20
N -5.30 0.99 -1.57
H -3.16 -0.09 -0.14
H -4.05 -1.00 0.72
H -6.16 0.88 -2.01
H -4.55 1.32 -2.13
*
```

Atomic partial charges in e from the Mulliken method, atoms 1 to 6:
1. C -1.305
2. C 0.481
3. C -1.016
4. O -0.451
5. H 0.330
6. H 0.435



Verdict on stability: entry two comes out on top.